No. 1
The following is a quantum chemistry calculation of a cluster of 2 separate species, C6H10O in total, from OMol25.

## Properties
* max |F|: 0.28 eV/A
* E_tot: -309.7555 Eh
* multiplicity: 1
* E_HOMO: -0.32934 hartree
* frontier orbital gap: 10.03 eV

```
17
Properties=species:S:1:pos:R:3:nbo_charge:R:1
C 2.038 -0.468 -0.044 -0.41
C 0.820 0.064 -0.082 0.00
C -1.171 0.419 -1.633 -0.44
C -1.521 0.338 -0.183 0.10
C -0.399 -0.510 -0.707 -0.30
O -1.028 1.326 0.679 -0.50
C 0.390 1.371 0.561 -0.11
H 2.263 -1.396 -0.563 0.20
H -0.234 -2.573 2.664 0.00
H 2.854 0.007 0.495 0.20
H -0.676 1.311 -2.008 0.22
H -1.845 -0.056 -2.340 0.23
H -2.474 -0.062 0.148 0.21
H -0.478 -1.585 -0.832 0.24
H -0.042 -1.928 2.350 0.00
H 0.687 2.226 -0.064 0.18
H 0.816 1.517 1.559 0.20
```

***

No. 2
The following is a quantum chemistry calculation of a cluster of 2 separate species, C6H10O in total, from OMol25.

## Properties
* max |F|: 0.31 eV/A
* E_tot: -309.6732 Eh
* multiplicity: 1
* E_HOMO: -0.31221 hartree
* frontier orbital gap: 9.37 eV

```
17
Properties=species:S:1:pos:R:3:nbo_charge:R:1
C -0.610 1.349 -0.743 -0.62
C 0.093 0.749 0.465 -0.19
C -0.772 0.023 1.534 -0.44
C 0.058 -1.248 1.329 0.09
O -0.505 -2.053 0.254 -0.46
C 0.236 -1.521 -0.720 0.29
C 0.922 -0.564 0.262 -0.40
H 0.117 1.692 -1.488 0.22
H -1.223 2.206 -0.443 0.21
H -1.262 0.617 -1.231 0.22
H 0.726 1.505 0.940 0.21
H -0.684 0.448 2.538 0.22
H -1.831 -0.106 1.290 0.22
H 0.386 -1.863 2.169 0.20
H 1.335 -0.149 -3.451 -0.04
H 1.005 -0.591 -2.946 0.02
H 2.010 -0.495 0.242 0.23
```

***

No. 3
The following is a quantum chemistry calculation of a cluster of 2 separate species, C6H10O in total at a distorted geometry, from OMol25.

## Properties
* max |F|: 4.80 eV/A
* E_tot: -309.7227 Eh
* multiplicity: 1
* E_HOMO: -0.29931 hartree
* frontier orbital gap: 9.18 eV

```
17
Properties=species:S:1:pos:R:3:nbo_charge:R:1
C -2.071 -0.548 0.265 -0.62
C -0.857 -0.040 -0.489 0.10
O -0.539 1.295 0.010 -0.51
C 0.793 1.479 -0.111 0.02
C 1.514 0.197 -0.092 -0.29
C 1.101 -0.726 1.018 -0.43
C 0.431 -0.827 -0.321 -0.26
H -2.907 0.153 0.164 0.22
H -1.842 -0.669 1.330 0.21
H -2.384 -1.518 -0.136 0.21
H -1.083 0.058 -1.563 0.19
H 1.161 2.059 -1.510 -0.04
H 1.232 2.469 -0.220 0.26
H 2.503 0.127 -0.531 0.24
H 0.541 -0.310 1.853 0.22
H 1.808 -1.505 1.284 0.22
H 0.599 -1.693 -0.954 0.23
```

***

No. 4
The following is a quantum chemistry calculation of a structure of composition C6H10O at a distorted geometry, from OMol25.

## Properties
* max |F|: 1.50 eV/A
* E_tot: -309.8034 Eh
* multiplicity: 1
* E_HOMO: -0.34757 hartree
* frontier orbital gap: 10.50 eV

```
17
Properties=species:S:1:pos:R:3:nbo_charge:R:1
C 2.054 0.500 0.103 -0.63
C 0.633 0.019 -0.110 0.29
C -0.099 -1.318 0.530 -0.45
C -0.955 -0.979 -0.675 0.08
C -1.690 0.306 -0.297 -0.43
C -0.457 1.052 0.260 -0.43
O 0.264 -0.418 -1.408 -0.54
H 2.211 1.515 -0.296 0.22
H 2.795 -0.159 -0.358 0.22
H 2.232 0.547 1.182 0.22
H -0.542 -1.182 1.530 0.20
H 0.349 -2.323 0.464 0.22
H -1.426 -1.722 -1.310 0.20
H -2.498 0.207 0.437 0.21
H -2.091 0.754 -1.207 0.22
H -0.315 2.038 -0.193 0.21
H -0.466 1.164 1.347 0.20
```

***

No. 5
The following is a quantum chemistry calculation of a structure of composition C6H10O, from OMol25.

## Properties
* max |F|: 0.39 eV/A
* E_tot: -309.6730 Eh
* multiplicity: 1
* E_HOMO: -0.30187 hartree
* frontier orbital gap: 8.97 eV

```
17
Properties=species:S:1:pos:R:3:nbo_charge:R:1
C -1.756 -1.014 0.237 -0.62
C -0.475 -0.218 0.183 0.19
C -0.513 1.192 -0.369 -0.43
C 0.947 1.282 -0.806 -0.44
C 0.749 -0.806 -0.566 -0.16
C 1.335 -0.897 0.831 -0.16
O 0.224 -0.238 1.460 -0.56
H -2.442 -0.576 0.970 0.22
H -2.244 -1.026 -0.743 0.22
H -1.552 -2.048 0.534 0.22
H -1.179 1.245 -1.237 0.21
H -0.818 1.950 0.361 0.23
H 1.649 1.552 -0.017 0.22
H 1.153 1.842 -1.723 0.23
H 1.223 0.137 -1.289 0.25
H 2.303 -0.423 1.038 0.19
H 1.396 -1.953 1.137 0.20
```

***

No. 6
The following is a quantum chemistry calculation of a cluster of 2 separate species, C6H10O in total at a distorted geometry, from OMol25.

## Properties
* max |F|: 1.22 eV/A
* E_tot: -309.7537 Eh
* multiplicity: 1
* E_HOMO: -0.32629 hartree
* frontier orbital gap: 9.54 eV

```
17
Properties=species:S:1:pos:R:3:nbo_charge:R:1
C 0.837 0.915 -0.928 -0.24
C 1.998 0.301 -0.731 -0.35
C -1.469 1.453 -0.251 -0.38
C -0.298 0.857 0.031 -0.07
C 0.020 0.418 1.419 -0.21
C 0.019 -0.854 1.780 -0.39
H 0.782 1.608 -1.756 0.21
H 2.874 0.593 -1.303 0.19
H 2.267 -0.465 -0.023 0.21
H -2.028 2.014 0.483 0.21
H -1.692 1.497 -1.313 0.20
H 0.283 1.176 2.153 0.21
H -0.026 -1.695 1.103 0.20
H -0.071 -1.159 2.817 0.20
H -1.001 -1.908 -1.782 0.47
H -1.205 -1.852 -0.282 0.47
O -0.747 -2.352 -0.965 -0.94
```

***

No. 7
The following is a quantum chemistry calculation of an isolated molecule of C6H10O at a distorted geometry, from OMol25.

## Properties
* max |F|: 2.73 eV/A
* E_tot: -309.7727 Eh
* multiplicity: 1
* E_HOMO: -0.35784 hartree
* frontier orbital gap: 10.72 eV

```
17
Properties=species:S:1:pos:R:3:nbo_charge:R:1
C -2.017 -0.389 0.036 -0.61
C -1.167 0.779 -0.413 -0.23
C -0.315 1.491 0.586 -0.43
C 0.356 0.631 -0.532 -0.20
C 1.078 -0.816 -0.246 -0.54
C 2.569 -1.069 0.001 0.45
O 3.511 -0.362 -0.261 -0.51
H -2.991 -0.062 0.420 0.22
H -1.520 -0.946 0.837 0.20
H -2.185 -1.074 -0.800 0.21
H -1.652 1.404 -1.166 0.21
H -0.270 2.585 0.530 0.22
H -0.359 1.149 1.625 0.21
H 0.816 1.241 -1.291 0.22
H 0.765 -1.731 -0.820 0.23
H 0.567 -0.712 0.675 0.24
H 2.734 -2.076 0.480 0.10
```

***

No. 8
The following is a quantum chemistry calculation of a cluster of 2 separate species, C6H10O in total at a distorted geometry, from OMol25.

## Properties
* max |F|: 3.01 eV/A
* E_tot: -309.7810 Eh
* multiplicity: 1
* E_HOMO: -0.32405 hartree
* frontier orbital gap: 9.88 eV

```
17
Properties=species:S:1:pos:R:3:nbo_charge:R:1
C -2.295 0.096 0.746 0.50
C -0.029 0.704 0.708 -0.24
C 0.381 -0.405 0.114 0.04
C -0.309 2.053 0.018 -0.66
C 0.873 -1.604 0.888 -0.64
C 0.554 -0.644 -1.379 -0.65
O -2.518 -0.024 -0.366 -0.53
H -0.043 0.796 1.744 0.21
H 0.486 2.743 0.444 0.22
H -1.339 2.606 0.128 0.23
H -0.062 1.978 -1.115 0.21
H 1.542 -2.333 0.440 0.22
H 0.041 -2.288 1.066 0.21
H 1.105 -1.327 1.841 0.22
H -0.481 -0.866 -1.741 0.23
H 1.107 -1.610 -1.597 0.21
H 0.987 0.126 -1.940 0.22
```

***

No. 9
The following is a quantum chemistry calculation of an isolated molecule of C6H10O, from OMol25.

## Properties
* max |F|: 0.34 eV/A
* E_tot: -309.8352 Eh
* multiplicity: 1
* E_HOMO: -0.34780 hartree
* frontier orbital gap: 10.50 eV

```
17
Properties=species:S:1:pos:R:3:nbo_charge:R:1
O 0.094 1.058 2.342 -0.71
C -0.455 0.642 1.098 0.05
C 0.289 1.260 -0.123 -0.43
C 0.813 0.249 -1.151 -0.39
C -0.214 -0.859 -1.401 -0.45
C -0.505 -1.551 -0.096 -0.17
C -0.570 -0.860 1.040 -0.23
H 0.908 0.556 2.478 0.46
H -1.471 1.056 1.117 0.19
H 1.111 1.866 0.275 0.22
H -0.387 1.959 -0.631 0.20
H 1.740 -0.216 -0.792 0.20
H 1.057 0.767 -2.086 0.21
H -1.135 -0.419 -1.812 0.21
H 0.147 -1.574 -2.148 0.21
H -0.628 -2.632 -0.088 0.21
H -0.754 -1.352 1.994 0.21
```

***

No. 10
The following is a quantum chemistry calculation of a structure of composition C6H10O at a distorted geometry, from OMol25.

## Properties
* max |F|: 1.75 eV/A
* E_tot: -309.6759 Eh
* multiplicity: 1
* E_HOMO: -0.32965 hartree
* frontier orbital gap: 10.04 eV

```
17
Properties=species:S:1:pos:R:3:nbo_charge:R:1
C 1.819 -0.681 0.062 -0.60
C 0.815 0.414 0.420 -0.28
C 0.003 1.176 -0.648 -0.43
C -1.487 0.765 0.340 0.10
O -2.332 -0.100 -0.340 -0.54
C -1.221 -0.946 -0.568 -0.07
C -0.472 -0.161 0.924 -0.21
H 2.111 -1.242 0.964 0.21
H 2.733 -0.285 -0.388 0.21
H 1.374 -1.408 -0.629 0.20
H 1.306 1.126 1.097 0.20
H 0.060 2.246 -0.617 0.21
H 0.286 0.851 -1.677 0.21
H -2.132 1.394 0.998 0.19
H -0.932 -0.782 -1.645 0.20
H -1.399 -1.993 -0.431 0.18
H -0.501 -0.367 2.030 0.21
```

***

No. 11
The following is a quantum chemistry calculation of a cluster of 2 separate species, C6H10O in total at a distorted geometry, from OMol25.

## Properties
* max |F|: 1.48 eV/A
* E_tot: -309.7522 Eh
* multiplicity: 1
* E_HOMO: -0.32030 hartree
* frontier orbital gap: 9.54 eV

```
17
Properties=species:S:1:pos:R:3:nbo_charge:R:1
C 0.965 -0.902 -1.491 -0.52
C 1.889 -1.807 -1.208 0.14
O 1.845 -2.542 -0.055 -0.68
H 0.911 -0.509 -2.497 0.21
H 0.335 -0.456 -0.739 0.21
H 2.759 -1.986 -1.833 0.16
H 2.639 -3.085 -0.004 0.48
C -1.252 -0.101 2.124 -0.36
C -1.607 0.769 1.185 -0.23
C -0.645 1.636 0.497 -0.22
C -1.002 2.332 -0.582 -0.38
H -0.214 -0.282 2.373 0.19
H -1.991 -0.668 2.674 0.20
H -2.589 0.748 0.727 0.20
H 0.388 1.572 0.824 0.21
H -0.500 3.227 -0.924 0.20
H -1.932 2.056 -1.072 0.19
```

***

No. 12
The following is a quantum chemistry calculation of a structure of composition C6H10O at a distorted geometry, from OMol25.

## Properties
* max |F|: 1.16 eV/A
* E_tot: -309.7114 Eh
* multiplicity: 1
* E_HOMO: -0.29871 hartree
* frontier orbital gap: 8.88 eV

```
17
Properties=species:S:1:pos:R:3:nbo_charge:R:1
C 2.315 0.092 -0.283 -0.61
C 0.924 -0.506 -0.203 -0.24
C 0.006 -0.323 1.014 -0.39
C -1.243 -0.267 0.074 0.15
O -2.089 -1.364 -0.051 -0.70
C -1.698 1.086 -0.072 -0.39
C -0.256 0.082 -0.976 -0.18
H 3.001 -0.319 0.468 0.21
H 2.258 1.175 -0.149 0.20
H 2.761 -0.105 -1.268 0.21
H 0.992 -1.595 -0.411 0.21
H 0.227 0.653 1.462 0.20
H -0.077 -1.103 1.762 0.21
H -2.814 -1.231 0.570 0.47
H -2.666 1.233 -0.581 0.21
H -1.407 1.906 0.567 0.20
H -0.234 0.584 -1.923 0.22
```

***

Q: What is the formula in the twelfth record?
A: C6H10O

***

Please write out number 3 again, unchanged.
The following is a quantum chemistry calculation of a cluster of 2 separate species, C6H10O in total at a distorted geometry, from OMol25.

## Properties
* max |F|: 4.80 eV/A
* E_tot: -309.7227 Eh
* multiplicity: 1
* E_HOMO: -0.29931 hartree
* frontier orbital gap: 9.18 eV

```
17
Properties=species:S:1:pos:R:3:nbo_charge:R:1
C -2.071 -0.548 0.265 -0.62
C -0.857 -0.040 -0.489 0.10
O -0.539 1.295 0.010 -0.51
C 0.793 1.479 -0.111 0.02
C 1.514 0.197 -0.092 -0.29
C 1.101 -0.726 1.018 -0.43
C 0.431 -0.827 -0.321 -0.26
H -2.907 0.153 0.164 0.22
H -1.842 -0.669 1.330 0.21
H -2.384 -1.518 -0.136 0.21
H -1.083 0.058 -1.563 0.19
H 1.161 2.059 -1.510 -0.04
H 1.232 2.469 -0.220 0.26
H 2.503 0.127 -0.531 0.24
H 0.541 -0.310 1.853 0.22
H 1.808 -1.505 1.284 0.22
H 0.599 -1.693 -0.954 0.23
```

***

Q: Look up the max |F| of the third one.
A: 4.80 eV/A

***

Q: Which formula does entry 3 have?
A: C6H10O